Below is a 2-piece molecular cluster, C4H8O3 overall, with properties calculated with the ωB97M-V functional and the def2-TZVPD basis.

```
15
Properties=species:S:1:pos:R:3:mulliken_charge:R:1
C -1.882 0.675 -0.822 -1.408
C -0.587 0.298 -0.098 0.240
O -0.784 -0.732 0.838 -0.554
C 0.451 -0.142 -1.110 0.101
O 0.817 -1.297 -1.171 -0.520
H -1.722 1.507 -1.518 0.376
H -2.630 0.978 -0.085 0.335
H -2.275 -0.181 -1.380 0.326
H -0.190 1.175 0.426 0.324
H -0.469 -1.540 0.397 0.386
H 0.822 0.619 -1.821 0.373
C 2.110 -0.350 1.591 -0.031
O 2.138 0.684 0.968 -0.417
H 1.992 -1.328 1.093 0.208
H 2.208 -0.366 2.693 0.262
```

The relative energy (zero: lowest compared OMol25 entry of this formula, charge and spin) comes out at 2.096 eV. As for the SMILES: C[C@@H](O)C=O.C=O. As for the multiplicity: 1. For the lowest unoccupied orbital energy, the calculation gives 0.8 eV.

Below is C39H36CaF3N2P2SSiTe as an isolated structure at a distorted geometry, with properties calculated with the ωB97M-V functional and the def2-TZVPD basis.

```
86
Properties=species:S:1:pos:R:3:mulliken_charge:R:1
Ca 0.040 2.342 -0.260 1.685
Te 2.397 -0.652 -3.571 0.290
C 2.299 -2.723 -3.988 0.135
C 2.113 -3.670 -2.989 0.099
C 2.058 -5.009 -3.339 -0.488
N 2.170 -5.459 -4.589 -0.672
C 2.355 -4.545 -5.540 -0.355
C 2.429 -3.184 -5.294 -0.382
C 1.004 -0.793 -1.879 -0.852
P -0.198 0.448 -2.508 0.543
C -0.823 -0.387 -4.036 0.898
C -1.174 0.379 -5.142 -0.740
C -1.602 -0.232 -6.313 -0.536
C -1.681 -1.614 -6.386 -0.582
C -1.343 -2.384 -5.280 -0.643
C -0.924 -1.773 -4.110 -0.177
C -1.829 0.240 -1.644 1.071
C -2.676 1.348 -1.723 -0.539
C -3.981 1.280 -1.261 -0.566
C -4.451 0.100 -0.705 -0.630
C -3.617 -1.007 -0.620 -0.682
C -2.316 -0.940 -1.092 -0.533
P 1.790 0.045 -0.450 -0.415
C 0.904 -0.685 0.991 1.291
C 1.050 -0.050 2.223 -0.780
C 0.442 -0.554 3.362 -0.521
C -0.321 -1.709 3.278 -0.697
C -0.454 -2.365 2.062 -0.801
C 0.157 -1.857 0.925 -0.256
C 3.399 -0.825 -0.217 0.204
C 4.546 -0.246 -0.766 -0.222
C 5.769 -0.894 -0.706 -0.603
C 5.871 -2.126 -0.076 -0.491
C 4.748 -2.692 0.507 -0.712
C 3.520 -2.047 0.437 -0.315
H 2.003 -3.361 -1.957 0.328
H 1.917 -5.774 -2.581 0.378
H 2.436 -4.930 -6.552 0.361
H 2.566 -2.486 -6.112 0.368
H -1.088 1.458 -5.087 0.403
H -1.861 0.374 -7.173 0.396
H -2.001 -2.094 -7.304 0.378
H -1.390 -3.466 -5.334 0.444
H -0.637 -2.372 -3.255 0.232
H -2.305 2.270 -2.168 0.292
H -4.625 2.148 -1.326 0.428
H -5.468 0.042 -0.336 0.363
H -3.983 -1.930 -0.186 0.417
H -1.672 -1.807 -1.038 0.095
H 1.667 0.841 2.291 0.389
H 0.550 -0.038 4.309 0.386
H -0.800 -2.105 4.166 0.388
H -1.029 -3.282 2.002 0.409
H 0.081 -2.379 -0.021 0.546
H 4.477 0.731 -1.226 0.423
H 6.644 -0.441 -1.157 0.393
H 6.824 -2.636 -0.027 0.380
H 4.823 -3.643 1.020 0.401
H 2.653 -2.501 0.896 0.307
C -3.308 0.872 4.415 -0.840
Si -2.189 2.243 5.054 0.319
C -3.266 3.711 5.578 -1.201
C -1.350 1.512 6.596 -1.165
C -0.821 2.957 3.964 0.406
C 0.127 3.757 4.579 -0.309
C 1.194 4.303 3.867 -1.098
C 1.285 3.995 2.529 -0.434
N 0.389 3.241 1.891 -0.355
C -0.683 2.747 2.562 0.601
S -1.832 1.885 1.632 -0.280
H -3.875 0.447 5.250 0.374
H -2.723 0.080 3.948 0.178
H -4.008 1.241 3.667 0.270
H -4.074 3.399 6.245 0.303
H -3.713 4.177 4.697 0.329
H -2.677 4.474 6.094 0.331
H -2.083 1.389 7.398 0.378
H -0.537 2.131 6.982 0.357
H -0.937 0.525 6.373 0.296
H 0.041 3.966 5.642 0.312
H 1.934 4.928 4.347 0.384
H 2.105 4.371 1.925 0.430
F 0.927 5.323 -1.072 -0.307
C -0.078 4.404 -1.403 -0.627
F -1.246 5.111 -1.107 -0.277
F -0.060 4.430 -2.797 -0.301
```

The relative energy (zero: lowest compared OMol25 entry of this formula, charge and spin) comes out at 0.715 eV. As for the multiplicity: 1. Its charge is -1. For the lowest unoccupied orbital energy, the calculation gives 2.3 eV.

Below is one molecule with the formula C4H4O3, with properties calculated with the ωB97M-V functional and the def2-TZVPD basis.

```
11
Properties=species:S:1:pos:R:3:mulliken_charge:R:1
C -1.623 0.249 -0.486 -1.087
C -0.364 -0.564 -0.418 0.748
O -0.060 -1.460 -1.170 -0.499
C 0.588 -0.261 0.743 0.439
O 0.262 -0.391 1.900 -0.486
C 1.998 0.212 0.388 0.006
O 2.276 0.601 -0.716 -0.425
H -2.153 0.195 0.471 0.335
H -2.257 -0.113 -1.297 0.300
H -1.365 1.300 -0.661 0.315
H 2.698 0.231 1.246 0.356
```

The relative energy (zero: lowest compared OMol25 entry of this formula, charge and spin) comes out at 1.268 eV. As for the SMILES: CC(=O)C(=O)C=O. As for the multiplicity: 1. For the lowest unoccupied orbital energy, the calculation gives -1.0 eV.

Below is a 2-piece molecular cluster, C3H5NO2 overall, with properties calculated with the ωB97M-V functional and the def2-TZVPD basis.

```
11
Properties=species:S:1:pos:R:3:mulliken_charge:R:1
C 1.642 0.224 0.335 -0.362
N -0.388 -0.283 -0.131 -0.259
C -0.676 0.988 0.006 0.127
O 0.272 1.752 0.279 -0.525
C -1.330 -1.245 -0.441 0.161
O -1.080 -2.418 -0.586 -0.515
H 1.814 -0.646 -0.284 0.258
H 1.541 0.018 1.393 0.290
H 2.263 1.077 0.087 0.272
H -1.691 1.387 -0.104 0.351
H -2.366 -0.855 -0.553 0.201
```

The relative energy (zero: lowest compared OMol25 entry of this formula, charge and spin) comes out at 3.687 eV. As for the multiplicity: 1. For the lowest unoccupied orbital energy, the calculation gives -0.3 eV.

Below is C24H14BCl3F4N4O5Pt as an isolated structure, with properties calculated with the ωB97M-V functional and the def2-TZVPD basis.

```
56
Properties=species:S:1:pos:R:3:mulliken_charge:R:1
Pt -0.007 0.291 -0.020 0.534
O 4.194 0.293 3.357 -0.621
C 3.119 0.339 4.155 0.584
C 3.370 0.341 5.529 -0.735
C 2.330 0.374 6.427 -0.311
C 0.998 0.406 5.996 -0.862
C 0.735 0.417 4.653 -0.595
C 1.781 0.397 3.707 0.168
C 1.398 0.423 2.318 0.947
O 0.218 0.626 1.969 -0.438
N 2.404 0.243 1.346 -1.060
N 1.912 0.196 0.178 1.182
C 2.824 0.076 -0.862 -0.199
C 2.485 -0.032 -2.161 1.085
C 3.573 -0.140 -3.117 -1.217
C 3.341 -0.312 -4.423 -0.540
C 1.984 -0.400 -4.926 -0.370
C 0.922 -0.317 -4.112 -0.735
C 1.091 -0.124 -2.686 0.603
O 0.062 -0.071 -2.002 -0.693
H 3.910 0.224 2.429 0.529
H 4.400 0.303 5.855 0.446
H 2.549 0.364 7.487 0.380
H 0.189 0.409 6.713 0.441
H -0.281 0.421 4.281 0.493
H 3.864 0.046 -0.562 0.322
H 4.584 -0.088 -2.734 0.389
H 4.166 -0.395 -5.117 0.412
H 1.832 -0.540 -5.989 0.399
H -0.097 -0.383 -4.464 0.511
Cl -2.547 5.427 -0.366 -0.094
C -1.530 4.512 0.750 0.689
Cl -2.517 3.398 1.709 -0.071
Cl -0.641 5.611 1.818 -0.117
C -0.566 3.726 -0.018 -0.157
N 0.179 3.049 -0.566 -0.311
F 1.729 -2.475 -0.735 -0.355
B 0.589 -2.858 0.046 0.389
F -0.564 -2.444 -0.648 -0.380
F 0.587 -4.213 0.276 -0.336
F 0.667 -2.128 1.271 -0.307
O -2.305 1.733 -1.962 -0.663
C -2.736 1.056 -1.056 -0.161
N -1.983 0.450 -0.062 0.668
C -2.808 -0.184 0.872 0.132
O -2.439 -0.735 1.877 -0.631
C -4.216 0.006 0.400 0.347
C -5.410 -0.422 0.942 -0.567
C -6.576 -0.069 0.268 -0.479
C -6.532 0.689 -0.899 -0.509
C -5.320 1.119 -1.432 -0.478
C -4.172 0.757 -0.759 0.513
H -5.430 -1.011 1.849 0.514
H -7.535 -0.390 0.655 0.402
H -7.458 0.945 -1.398 0.406
H -5.273 1.710 -2.338 0.505
```

The relative energy (zero: lowest compared OMol25 entry of this formula, charge and spin) comes out at 1.485 eV. As for the multiplicity: 1. For the lowest unoccupied orbital energy (alpha / beta), the calculation gives -3.6 / -3.6 eV.

Below is a 12-piece molecular cluster, C72H168O36 overall at a distorted geometry, with properties calculated with the ωB97M-V functional and the def2-TZVPD basis.

```
276
Properties=species:S:1:pos:R:3:mulliken_charge:R:1
C -4.411 -3.981 2.232 -0.213
O -3.175 -4.661 1.950 0.030
C -3.152 -5.600 0.862 -0.579
C -2.497 -5.059 -0.381 -0.029
O -3.239 -3.946 -0.899 -0.273
C -2.841 -3.397 -2.185 -0.570
C -4.004 -2.481 -2.763 -0.801
O -3.981 -1.200 -2.119 0.569
C -4.732 -1.241 -0.885 -0.672
H -5.167 -4.728 2.471 0.418
H -4.769 -3.347 1.421 0.184
H -4.309 -3.304 3.080 -0.387
H -4.166 -5.964 0.697 0.544
H -2.441 -6.359 1.186 -0.071
H -2.335 -5.710 -1.241 0.605
H -1.521 -4.726 -0.027 -0.285
H -2.531 -4.184 -2.872 0.640
H -1.918 -2.831 -2.060 -0.031
H -4.966 -2.978 -2.636 0.453
H -3.806 -2.313 -3.821 0.334
H -4.415 -2.113 -0.313 -0.013
H -5.806 -1.251 -1.072 0.315
H -4.466 -0.281 -0.443 -0.036
C -3.371 3.148 1.053 -0.746
O -2.528 2.392 1.907 -0.130
C -2.521 0.980 1.647 1.166
C -3.558 0.135 2.430 -0.878
O -3.374 0.324 3.729 0.447
C -4.166 -0.408 4.619 0.002
C -3.824 -0.034 6.104 0.127
O -4.308 1.260 6.302 -0.420
C -4.487 1.664 7.683 -0.756
H -2.971 2.965 0.055 0.257
H -3.222 4.192 1.328 0.157
H -4.413 2.874 1.219 0.237
H -1.613 0.576 2.094 -0.423
H -2.659 0.765 0.588 -0.297
H -3.542 -0.888 2.056 0.124
H -4.554 0.568 2.336 0.537
H -4.060 -1.472 4.406 -0.564
H -5.195 -0.129 4.391 0.415
H -2.751 -0.083 6.294 0.212
H -4.273 -0.740 6.802 -0.177
H -5.033 2.606 7.736 0.268
H -3.502 1.784 8.134 0.307
H -5.158 0.979 8.201 0.273
C 2.338 -11.627 3.727 -0.809
O 2.365 -10.213 3.417 -0.268
C 2.725 -9.425 4.571 -0.832
C 2.648 -7.928 4.325 -0.173
O 1.279 -7.669 3.937 -0.314
C 1.020 -6.290 3.843 -0.355
C -0.275 -6.064 3.074 -0.080
O -0.154 -6.274 1.660 0.054
C -0.017 -7.630 1.261 -0.933
H 2.380 -12.211 2.808 0.250
H 1.537 -11.877 4.424 0.321
H 3.205 -11.941 4.308 0.318
H 3.725 -9.737 4.871 0.453
H 1.976 -9.746 5.294 0.370
H 3.206 -7.705 3.416 0.150
H 2.901 -7.398 5.244 0.372
H 1.844 -5.746 3.380 -0.258
H 0.999 -5.779 4.806 0.476
H -0.767 -5.104 3.229 -0.032
H -1.047 -6.768 3.383 0.530
H -0.882 -8.176 1.638 0.423
H 0.984 -8.008 1.468 0.145
H -0.017 -7.705 0.173 0.232
C 4.335 0.897 0.785 -0.039
O 3.719 0.948 2.106 -0.076
C 4.067 2.164 2.815 -1.100
C 3.088 3.343 2.579 0.811
O 2.036 3.355 3.560 -0.281
C 1.027 2.379 3.440 0.533
C -0.157 2.598 4.423 -0.323
O 0.144 2.577 5.771 -0.511
C -0.827 2.893 6.729 -0.598
H 5.334 0.475 0.892 0.501
H 4.393 1.845 0.250 0.599
H 3.867 0.223 0.067 -0.833
H 5.101 2.444 2.613 0.504
H 3.949 1.993 3.885 0.409
H 2.787 3.359 1.531 -0.405
H 3.697 4.243 2.664 0.425
H 1.408 1.358 3.475 0.533
H 0.573 2.419 2.450 -0.406
H -0.905 1.812 4.320 -0.021
H -0.674 3.540 4.239 0.468
H -1.761 2.353 6.572 0.124
H -0.976 3.943 6.477 0.386
H -0.471 2.859 7.759 0.307
C 5.225 8.626 -3.506 -0.908
O 5.206 7.298 -3.996 -0.039
C 6.327 6.871 -4.786 -0.474
C 5.896 5.860 -5.732 -0.764
O 5.233 4.777 -5.090 -0.019
C 5.992 3.978 -4.196 -0.672
C 5.328 2.567 -4.029 0.271
O 6.120 1.786 -3.171 -0.545
C 5.630 0.458 -3.085 -0.674
H 4.675 8.587 -2.566 0.206
H 4.755 9.329 -4.194 0.225
H 6.294 8.778 -3.358 0.462
H 6.998 6.433 -4.048 0.344
H 6.760 7.693 -5.356 0.556
H 6.681 5.443 -6.364 0.432
H 5.121 6.229 -6.404 0.153
H 6.035 4.470 -3.225 0.179
H 7.024 3.810 -4.504 0.418
H 5.354 2.034 -4.980 0.387
H 4.325 2.670 -3.613 -0.441
H 5.548 0.049 -4.092 0.413
H 4.711 0.473 -2.499 0.064
H 6.362 -0.256 -2.708 0.389
C -1.833 -0.505 -4.927 -0.910
O -0.587 -0.088 -5.560 0.087
C 0.006 -1.060 -6.419 -0.805
C 1.537 -0.962 -6.301 -0.357
O 1.998 -1.562 -5.059 -0.489
C 2.135 -0.741 -3.901 0.560
C 2.626 -1.592 -2.703 -0.402
O 3.960 -2.034 -3.028 -0.400
C 4.388 -2.971 -2.105 -1.052
H -2.563 -1.171 -5.387 0.635
H -2.360 0.408 -4.649 -0.052
H -1.464 -1.023 -4.042 0.342
H -0.422 -1.024 -7.421 0.455
H -0.256 -2.043 -6.027 0.397
H 1.864 0.074 -6.391 0.024
H 2.143 -1.467 -7.053 0.429
H 1.168 -0.320 -3.627 -0.069
H 2.876 0.044 -4.055 -0.277
H 1.851 -2.358 -2.696 0.625
H 2.505 -1.066 -1.757 -0.104
H 5.255 -3.475 -2.530 0.524
H 3.672 -3.755 -1.856 0.343
H 4.747 -2.487 -1.197 0.302
C -0.570 3.209 -7.366 -0.467
O 0.859 2.844 -7.305 -0.122
C 1.727 3.872 -7.799 -1.159
C 2.373 4.801 -6.706 0.156
O 1.400 5.463 -5.826 -0.119
C 1.952 6.559 -5.077 0.420
C 0.903 7.006 -4.072 0.150
O -0.338 7.550 -4.580 -0.365
C -0.005 8.797 -5.123 -0.856
H -0.871 3.260 -8.412 0.391
H -0.749 4.178 -6.900 0.183
H -1.120 2.451 -6.808 -0.041
H 1.250 4.589 -8.468 0.440
H 2.542 3.496 -8.418 0.360
H 3.045 5.526 -7.164 0.426
H 3.010 4.146 -6.112 -0.177
H 2.353 7.277 -5.792 0.504
H 2.866 6.182 -4.619 -0.628
H 1.381 7.745 -3.429 0.545
H 0.669 6.068 -3.567 -0.599
H 0.741 8.829 -5.917 0.266
H 0.241 9.533 -4.357 0.313
H -0.779 9.345 -5.660 0.381
C -10.177 0.347 -5.034 -0.696
O -9.180 0.017 -3.991 -0.345
C -8.661 1.177 -3.334 -0.628
C -7.680 2.082 -4.148 -0.515
O -6.617 1.440 -4.801 -0.472
C -5.558 0.974 -4.001 -0.563
C -4.659 1.959 -3.220 0.255
O -4.137 2.801 -4.265 -0.476
C -3.209 3.705 -3.662 -0.583
H -9.666 0.839 -5.861 0.273
H -10.984 0.956 -4.628 0.308
H -10.568 -0.668 -5.115 0.253
H -8.197 0.827 -2.412 0.315
H -9.482 1.759 -2.914 0.452
H -7.370 2.924 -3.528 0.287
H -8.359 2.611 -4.817 0.526
H -5.003 0.345 -4.697 -0.019
H -5.965 0.260 -3.286 0.435
H -3.862 1.441 -2.685 -0.157
H -5.253 2.438 -2.442 0.625
H -2.647 4.300 -4.383 0.372
H -2.491 3.237 -2.989 0.014
H -3.816 4.341 -3.018 0.395
C -0.427 -2.449 1.193 -0.786
O 0.120 -1.156 1.020 0.262
C -0.067 -0.685 -0.237 -0.057
C 0.589 0.714 -0.325 1.314
O -0.212 1.545 -1.126 0.575
C 0.245 2.863 -1.127 0.404
C 1.639 2.979 -1.812 -0.050
O 1.844 2.088 -2.921 2.273
C 1.230 2.443 -4.136 -1.105
H -0.287 -2.775 2.223 -0.298
H 0.086 -3.218 0.615 0.434
H -1.490 -2.554 0.976 0.345
H -1.119 -0.610 -0.511 -0.634
H 0.456 -1.351 -0.923 0.247
H 1.574 0.553 -0.765 -0.266
H 0.756 1.026 0.706 -0.895
H 0.204 3.418 -0.189 -0.152
H -0.481 3.311 -1.805 -0.678
H 2.444 2.675 -1.143 -0.720
H 1.806 3.952 -2.274 -0.070
H 1.003 3.507 -4.208 0.076
H 0.260 1.948 -4.098 -0.327
H 1.837 2.066 -4.960 -0.061
C 6.670 -6.081 4.482 -0.575
O 7.100 -7.231 3.762 -0.342
C 7.815 -6.963 2.604 -0.703
C 6.943 -6.751 1.332 -0.521
O 5.906 -5.806 1.522 -0.089
C 5.017 -5.677 0.414 -1.162
C 3.862 -4.894 0.948 0.473
O 4.195 -3.524 1.193 -0.457
C 3.105 -2.659 1.132 -0.403
H 5.746 -5.607 4.150 0.139
H 7.415 -5.336 4.760 0.322
H 6.401 -6.580 5.414 0.269
H 8.383 -7.873 2.412 0.329
H 8.646 -6.283 2.789 0.433
H 6.446 -7.688 1.079 0.387
H 7.651 -6.421 0.572 0.230
H 4.708 -6.630 -0.015 0.517
H 5.470 -5.057 -0.360 0.277
H 3.549 -5.287 1.915 -0.236
H 2.995 -5.057 0.309 0.424
H 2.366 -2.774 1.924 0.495
H 2.511 -2.719 0.220 0.229
H 3.282 -1.586 1.218 -0.073
C -1.652 6.737 -1.210 -0.351
O -2.600 6.848 -0.181 -0.475
C -2.127 7.347 1.086 -0.927
C -1.066 6.476 1.751 0.087
O 0.168 6.705 1.128 -0.295
C 1.284 5.988 1.592 0.630
C 2.486 6.352 0.709 -1.352
O 2.528 5.612 -0.525 0.478
C 3.574 5.929 -1.401 -0.951
H -2.253 6.619 -2.112 0.352
H -1.020 5.854 -1.115 -0.139
H -1.017 7.622 -1.225 0.420
H -3.015 7.493 1.701 0.423
H -1.665 8.331 1.004 0.440
H -1.295 5.428 1.559 -0.108
H -1.060 6.682 2.821 0.457
H 1.139 4.913 1.478 -0.733
H 1.515 6.111 2.650 0.589
H 3.383 6.103 1.277 0.415
H 2.467 7.424 0.510 0.478
H 3.369 6.935 -1.769 0.185
H 3.628 5.277 -2.272 -0.076
H 4.570 6.049 -0.974 0.485
C -0.459 -2.481 5.222 -0.258
O -1.422 -2.740 6.193 -0.477
C -2.076 -3.994 5.912 0.525
C -3.171 -4.357 6.869 -0.843
O -4.201 -3.370 6.746 -0.119
C -5.151 -3.361 7.816 -0.669
C -6.187 -4.488 7.754 -0.753
O -5.607 -5.776 8.106 -0.272
C -6.496 -6.883 8.215 -0.820
H -0.845 -2.571 4.207 -0.171
H 0.409 -3.107 5.427 0.417
H -0.190 -1.461 5.498 0.341
H -1.372 -4.826 5.872 0.160
H -2.577 -3.890 4.950 -0.201
H -2.753 -4.293 7.874 0.358
H -3.479 -5.376 6.638 0.308
H -5.695 -2.417 7.828 0.352
H -4.729 -3.442 8.818 0.412
H -6.498 -4.376 6.715 0.365
H -7.055 -4.301 8.386 0.493
H -7.134 -6.850 9.098 0.264
H -5.972 -7.830 8.089 0.267
H -7.054 -6.874 7.279 0.356
```

As for the multiplicity: 2. Its charge is +1. For the lowest unoccupied orbital energy (alpha / beta), the calculation gives -1.9 / -8.2 eV.